[1]
Below is a molecular structure, C19H29N3O2S in a non-equilibrium geometry, with properties calculated with ωB97M-V/def2-TZVPD.

Summary:
energy relative to the best compared isomer or geometry (same formula, charge and spin)	426.4	kcal/mol
HOMO energy	-8.1	eV
frontier orbital gap	8.285	eV

Positions of all 54 atoms, in Å:
C: -6.8506 -3.8912 -0.0289
H: -6.2800 -3.9364 -1.1089
O: -6.1027 -2.8685 0.6914
C: -6.2501 -1.6782 0.1882
C: -5.5066 -0.9206 1.0192
H: -4.5456 -1.1527 1.2352
H: -6.0270 -1.0028 2.3414
C: -5.6486 0.7556 0.6577
N: -5.1632 1.0380 -0.6361
C: -3.7747 0.9008 -0.9228
N: -2.9310 0.9661 0.0578
N: -1.6322 1.0207 -0.3945
C: -0.6877 1.2970 0.5304
O: -1.1039 1.7908 1.8063
C: 0.6702 1.6792 0.0630
C: 1.3995 2.7554 0.9844
C: 1.8208 1.2018 1.2395
C: 2.9851 0.6470 0.8100
C: 3.7008 -0.1902 1.4459
C: 4.7231 -0.8886 1.2279
C: 5.3425 -0.6151 -0.1757
C: 4.6923 0.4803 -0.7067
C: 3.6455 1.1420 -0.4096
H: 3.1766 1.8451 -0.9318
H: 5.2547 0.8497 -2.0403
C: 6.7438 -1.3203 -0.4932
C: 7.7355 -1.3091 0.5989
H: 7.4367 -1.3528 1.5292
H: 8.5699 -1.6635 0.4362
H: 7.9651 -0.1012 0.7881
C: 7.2419 -0.7430 -1.8674
H: 7.4558 0.1768 -1.8959
H: 6.5549 -0.9738 -2.6075
H: 8.1155 -1.5367 -2.0707
C: 6.3191 -2.9075 -0.6111
H: 6.0424 -3.0549 0.3624
H: 5.6098 -2.9954 -1.5394
H: 7.2454 -3.3630 -0.6481
H: 5.1434 -1.6598 1.7660
H: 3.0133 -0.4468 2.5391
H: 1.5064 0.9395 2.3091
H: 0.8139 3.4390 1.8477
H: 2.0675 3.3079 0.2857
H: 0.8203 1.3409 -0.8253
H: -1.4859 0.9977 -1.3721
H: -2.8616 0.9575 1.0026
S: -3.3110 0.9181 -2.4762
H: -5.6254 0.8222 -1.2751
H: -5.0589 1.4338 1.4094
H: -6.8025 1.1196 0.8384
H: -7.3266 -1.2594 0.0832
H: -5.8320 -1.5708 -0.8424
H: -6.6130 -4.7988 0.2713
H: -7.8988 -3.7357 -0.1374

[2]
Below is a molecular structure, C38H41Cl2F24N3O3S in a non-equilibrium geometry, with properties calculated with ωB97M-V/def2-TZVPD.

Summary:
HOMO energy	-9.2	eV
frontier orbital gap	8.200	eV

Positions of all 112 atoms, in Å:
C: -0.8327 -1.0976 -2.9294
C: 0.5971 -1.4712 -2.5213
C: 1.6111 -0.4121 -2.9497
C: 2.8989 -0.4022 -2.0920
C: 3.0203 0.9174 -1.3232
C: 4.4361 1.2729 -0.8487
C: 4.5618 1.3879 0.6849
C: 4.5854 2.8085 1.2524
C: 3.2322 3.5183 1.5117
C: 2.1911 2.6796 2.2439
C: 2.6401 1.8067 3.1891
C: 1.7617 0.9340 3.8734
N: 2.0715 0.0064 4.7775
S: 0.6777 -0.7102 5.1647
N: -0.3353 0.0987 4.2368
C: 0.3894 0.9971 3.5583
C: -0.1047 1.9279 2.5997
C: -1.5688 1.8975 2.3532
C: -2.0857 1.6684 1.0807
C: -3.4512 1.6381 0.8871
N: -4.3772 1.7831 1.8424
C: -3.8423 1.9652 3.0505
C: -2.5044 2.0422 3.3671
C: 0.7665 2.7915 1.9640
C: 0.2172 3.8691 1.0572
Cl: 0.5085 3.5502 -0.6693
C: 0.6423 5.2811 1.4848
C: 0.1951 5.5361 2.9036
Cl: -0.2034 6.4602 0.4026
H: -1.4262 -1.9635 -3.2090
H: -0.8397 -0.3948 -3.7560
H: -1.3642 -0.6161 -2.1100
H: 0.8348 -2.4209 -2.9967
H: 0.6118 -1.6315 -1.4450
H: 1.1268 0.5610 -2.8813
H: 1.8383 -0.5758 -4.0019
H: 2.7579 -1.1932 -1.3586
H: 3.7831 -0.6166 -2.6839
H: 2.6450 1.7370 -1.9275
H: 2.3471 0.8584 -0.4696
H: 5.1539 0.5458 -1.2180
H: 4.7279 2.2318 -1.2758
H: 5.5151 0.9372 0.9571
H: 3.7992 0.7535 1.1292
H: 5.1536 3.4200 0.5562
H: 5.1346 2.7887 2.1910
H: 2.8356 3.8605 0.5642
H: 3.4564 4.3679 2.1551
H: 3.6931 1.7445 3.4074
H: -1.4262 1.5080 0.2438
H: -3.8197 1.4830 -0.1187
H: -4.5512 2.0576 3.8663
H: -2.1981 2.2086 4.3865
H: -0.8544 3.8669 1.1841
H: 1.6922 5.4685 1.3331
H: 0.7963 4.9170 3.5677
H: -0.8339 5.2107 3.0354
H: 0.2727 6.5805 3.1737
C: -5.0842 -1.6573 4.1503
C: -6.4546 -1.1719 4.6651
C: -6.6469 -1.0800 6.1804
F: -6.5346 -2.2849 6.7721
F: -7.8903 -0.6082 6.4370
F: -7.4355 -1.9178 4.1148
F: -6.6170 0.0976 4.1987
O: -4.9878 -3.0156 3.7480
C: -4.6797 -4.0175 4.6340
C: -5.8084 -5.0460 4.7380
F: -6.9438 -4.4656 5.1695
F: -5.4547 -5.9986 5.6314
F: -4.3245 -3.5406 5.8410
F: -3.6046 -4.6706 4.1375
H: -4.9106 -1.1067 3.2264
H: -4.2703 -1.3717 4.8174
H: -5.9184 -0.3927 6.6202
H: -5.9902 -5.5079 3.7658
C: 5.4515 -5.5533 0.6085
C: 5.6498 -4.0790 0.2183
C: 4.9534 -3.0206 1.0739
F: 3.6125 -3.1497 1.0262
F: 5.2632 -1.7946 0.5907
F: 5.3300 -3.9053 -1.0815
F: 6.9847 -3.8282 0.3422
O: 4.4863 -6.2933 -0.1184
C: 3.1654 -6.3178 0.2605
C: 2.2586 -5.7351 -0.8268
F: 2.5864 -4.4532 -1.0800
F: 0.9782 -5.7678 -0.3950
F: 2.9677 -5.7187 1.4486
F: 2.8177 -7.6148 0.4077
H: 6.3941 -6.0364 0.3574
H: 5.3279 -5.6739 1.6848
H: 5.2814 -3.0785 2.1157
H: 2.3487 -6.3156 -1.7469
C: -1.0965 2.8905 -8.4835
C: -2.5720 3.2403 -8.2238
C: -2.9782 3.5836 -6.7891
F: -2.7867 2.5388 -5.9604
F: -4.2956 3.8936 -6.7711
F: -3.3644 2.2603 -8.7077
F: -2.8270 4.3632 -8.9546
O: -0.7549 1.5177 -8.5740
C: -0.4287 0.7877 -7.4575
C: -1.4029 -0.3711 -7.2375
F: -2.6586 0.0866 -7.0713
F: -1.0420 -1.0311 -6.1141
F: -0.3196 1.5591 -6.3607
F: 0.7872 0.2400 -7.6786
H: -0.8917 3.2756 -9.4809
H: -0.4299 3.4285 -7.8095
H: -2.4132 4.4452 -6.4221
H: -1.3864 -1.0559 -8.0876

[3]
Below is 2 unconnected molecules or ions with the total composition C4H11NO in a non-equilibrium geometry, with properties calculated with ωB97M-V/def2-TZVPD.

Summary:
spin multiplicity	2
net charge	-1
energy relative to the best compared isomer or geometry (same formula, charge and spin)	22.0	kcal/mol
HOMO energy (alpha / beta)	1.4 / -5.7	eV
frontier orbital gap (alpha / beta)	1.876 / 9.123	eV

Positions of all 17 atoms, in Å:
C: 0.3591 0.3639 -1.8950
C: 1.0412 0.2161 -0.5847
C: 2.2680 -0.3355 -0.5513
N: 3.0892 -0.8187 -1.6393
C: 0.3902 0.6688 0.6342
H: 0.8620 -0.0050 -2.7921
H: -0.6617 -0.0387 -1.8664
H: 0.1155 1.3965 -2.1953
H: 2.7393 -0.4653 0.4155
H: 2.8767 -0.3775 -2.5198
H: 2.9364 -1.8162 -1.5754
H: -0.5644 0.2894 1.0450
H: 0.9976 0.5261 1.5366
H: 0.0501 1.7095 0.4759
H: -5.7003 -0.4344 3.0727
H: -5.6566 -0.2636 4.5865
O: -5.1425 -0.6153 3.8527

[4]
Below is a molecular structure, C14H28ClINOP2Sc in a non-equilibrium geometry, with properties calculated with ωB97M-V/def2-TZVPD.

Summary:
net charge	+2
energy relative to the best compared isomer or geometry (same formula, charge and spin)	4.4	kcal/mol
HOMO energy	-14.8	eV
frontier orbital gap	6.726	eV

Positions of all 49 atoms, in Å:
C: -2.4174 -1.9201 -6.5312
C: -2.5156 -2.2419 -5.1062
H: -3.0649 -2.6011 -7.1236
H: -1.3629 -2.0146 -6.8391
H: -2.7185 -0.8691 -6.6736
O: -3.0175 -2.9468 -4.3208
I: -0.9600 -0.7303 -2.9353
Sc: 0.0428 0.1164 -0.6100
P: -2.0716 1.6817 -0.0821
C: -3.2182 1.6764 1.3280
C: -1.4447 3.4064 -0.0021
H: -2.2788 4.1235 -0.0352
H: -3.8749 2.6493 -1.4251
H: -0.7461 3.5918 -0.8286
H: -2.6203 1.8200 -2.4352
H: -2.6265 1.7695 2.2456
H: -0.8963 3.5417 0.9391
C: -3.2116 1.7767 -1.5108
H: -3.9161 2.5170 1.2338
H: -3.8046 0.8546 -1.5409
H: -3.7613 0.7245 1.3193
P: 1.9754 -1.7369 -0.5836
C: 2.2972 -3.0013 0.6784
C: 2.0192 -2.7018 -2.1365
H: 3.5789 -0.0682 -1.3756
H: 4.4050 -1.5956 -0.8992
H: 3.8156 -0.4527 0.3403
C: 3.6034 -0.8866 -0.6447
H: 1.8318 -2.0252 -2.9809
H: 2.9845 -3.2148 -2.2492
H: 3.2107 -3.5502 0.4162
H: 1.4317 -3.6753 0.7006
H: 1.2055 -3.4362 -2.1108
H: 2.4162 -2.4895 1.6412
Cl: 1.3101 1.7487 -1.6235
C: 1.4924 1.0471 5.6120
C: 1.1594 0.8147 4.1828
C: 0.0687 0.0288 3.8415
C: -0.2550 -0.1914 2.5116
N: 0.4994 0.3410 1.5128
C: 1.5651 1.1244 1.8308
C: 1.9128 1.3605 3.1523
H: 0.6988 1.5878 6.1311
H: 1.6251 0.1046 6.1460
H: 2.4123 1.6221 5.6668
H: -0.5350 -0.4168 4.6233
H: -1.1158 -0.7808 2.1915
H: 2.0976 1.5431 0.9770
H: 2.7743 1.9751 3.3818

[5]
Below is a molecular structure, H2P4S3 in a non-equilibrium geometry, with properties calculated with ωB97M-V/def2-TZVPD.

Summary:
energy relative to the best compared isomer or geometry (same formula, charge and spin)	17.9	kcal/mol
HOMO energy	-8.8	eV
frontier orbital gap	7.424	eV

Positions of all 9 atoms, in Å:
P: 0.1286 0.3203 1.8316
P: -1.0962 -1.7225 -0.6448
P: -1.5077 0.2772 0.3399
P: 1.0796 0.7702 -1.5702
S: 1.9415 0.2145 0.9631
S: 0.6454 -1.2158 -1.9681
S: -0.7781 1.6108 -1.1706
H: -0.0362 1.8575 1.8615
H: -0.3770 -2.1121 0.3576

[6]
Below is a molecular structure, CH2Cl3N4 in a non-equilibrium geometry, with properties calculated with ωB97M-V/def2-TZVPD.

Summary:
net charge	+1
energy relative to the best compared isomer or geometry (same formula, charge and spin)	33.7	kcal/mol
HOMO energy	-13.9	eV
frontier orbital gap	8.395	eV

Positions of all 10 atoms, in Å:
C: 1.0309 2.3810 -0.9494
N: 1.0096 1.5138 -0.2052
N: 0.2200 -0.4762 1.0934
N: -0.6276 -1.1305 0.3874
N: -0.9983 -0.6380 -0.7090
Cl: 1.1008 -1.2862 2.2820
Cl: -1.0649 -2.8019 0.9567
Cl: -2.2171 -1.2622 -1.6526
H: 0.4914 0.5412 0.4799
H: 1.0553 3.1589 -1.6833

[7]
Below is a single C3H6OS molecule in a non-equilibrium geometry, with properties calculated with ωB97M-V/def2-TZVPD.

Summary:
SMILES	OC[C@@H]1CS1
energy relative to the best compared isomer or geometry (same formula, charge and spin)	65.5	kcal/mol
HOMO energy	-9.1	eV
frontier orbital gap	9.871	eV

Positions of all 11 atoms, in Å:
O: -1.1571 -1.3283 -1.1155
C: -0.8365 -0.4962 0.1281
C: -0.0286 0.6974 -0.1900
C: 1.2323 0.6547 0.4263
S: 0.0537 1.7165 1.3500
H: -0.4518 -1.8463 -1.7101
H: -0.2170 -1.2655 0.9289
H: -1.8640 -0.2612 0.5127
H: 0.0170 0.9228 -1.3017
H: 1.4144 -0.2389 0.9927
H: 1.8375 1.4452 -0.0214

[8]
Below is 3 unconnected molecules or ions with the total composition C24H54ClN8O5P2 in a non-equilibrium geometry, with properties calculated with ωB97M-V/def2-TZVPD.

Summary:
net charge	+1
energy relative to the best compared isomer or geometry (same formula, charge and spin)	0.0	kcal/mol
HOMO energy	-9.3	eV
frontier orbital gap	4.168	eV

Positions of all 94 atoms, in Å:
C: -0.0414 3.3050 0.3943
O: -0.7533 2.1503 -0.0528
C: -0.0605 1.4951 -1.1347
C: -1.0464 1.3769 -2.3548
C: -0.3588 1.5150 -3.7723
C: 0.4640 2.8508 -3.8503
C: 1.9571 2.6806 -3.8643
C: 2.7345 3.9324 -3.9026
C: 4.2844 3.8921 -3.8732
C: 4.7254 4.3302 -2.3858
C: 5.6323 3.2675 -1.6718
C: 6.8213 2.7679 -2.5639
O: 7.4891 3.5627 -3.1533
O: 7.0330 1.3962 -2.6270
C: 1.9437 5.1904 -3.9380
Cl: 2.7440 6.7711 -3.9627
N: 0.5955 5.0918 -3.9186
N: -0.1684 4.0285 -3.8963
H: -0.4957 3.7633 1.3047
H: -0.0311 4.1083 -0.4027
H: 1.0109 3.0003 0.6641
H: 0.2517 0.4554 -0.8239
H: 0.8811 2.0681 -1.3445
H: -1.5303 0.3633 -2.3108
H: -1.8605 2.1435 -2.3029
H: 0.3395 0.6620 -3.9994
H: -1.1577 1.5325 -4.5570
H: 2.4318 1.6781 -3.8462
H: 4.7424 4.5641 -4.6413
H: 4.5709 2.8149 -4.0311
H: 5.2269 5.3237 -2.4605
H: 3.7965 4.4628 -1.7600
H: 5.0403 2.4188 -1.2280
H: 6.1051 3.7898 -0.7902
H: 6.1698 0.9769 -2.4538
H: 0.0999 5.9948 -3.9398
O: 1.5348 -1.5836 0.5085
P: 2.3479 -2.8224 0.9072
N: 1.1434 -3.9259 0.3538
C: 0.7041 -5.1689 0.9535
C: 0.9896 -3.9896 -1.0982
N: 2.2007 -2.4936 2.6061
C: 1.0542 -2.9561 3.3748
C: 2.4456 -1.0926 2.9576
N: 3.4280 -4.1425 1.2973
C: 4.0991 -4.7985 0.1800
C: 3.7191 -4.7445 2.5833
H: 1.4419 -5.9771 0.8692
H: -0.2106 -5.5234 0.4718
H: 0.4307 -5.0595 1.9988
H: 1.7407 -4.6515 -1.5525
H: 1.1000 -3.0012 -1.5500
H: -0.0021 -4.3502 -1.3816
H: 0.1011 -2.7092 2.8950
H: 1.0525 -2.5238 4.3790
H: 1.1114 -4.0318 3.5494
H: 1.5642 -0.4656 2.7727
H: 3.2799 -0.6841 2.3827
H: 2.7083 -1.0040 4.0152
H: 3.6003 -5.7368 -0.0868
H: 5.1454 -5.0182 0.4053
H: 4.1008 -4.1554 -0.7028
H: 2.9101 -5.4040 2.9075
H: 3.9105 -4.0025 3.3566
H: 4.6287 -5.3516 2.5429
O: -4.2168 -2.1385 2.6567
P: -4.5141 -1.0581 1.6150
N: -3.6775 0.1710 2.4898
C: -4.0354 1.5603 2.6714
C: -2.2222 0.0189 2.5206
N: -6.2191 -1.0620 1.9474
C: -6.7898 -0.2429 3.0049
C: -6.7944 -2.4065 2.0546
N: -4.8198 0.0447 0.2856
C: -3.6963 0.3429 -0.5922
C: -6.0265 0.7736 -0.0465
H: -3.9119 2.1644 1.7619
H: -3.4107 2.0182 3.4432
H: -5.0505 1.6908 3.0364
H: -1.7580 0.4156 1.6071
H: -1.9376 -1.0316 2.6098
H: -1.7830 0.5322 3.3800
H: -6.2558 -0.3539 3.9548
H: -7.8410 -0.4928 3.1733
H: -6.8106 0.8094 2.7138
H: -6.6135 -2.8498 3.0407
H: -6.3737 -3.0744 1.3002
H: -7.8752 -2.3741 1.8906
H: -3.2425 1.3091 -0.3437
H: -3.9941 0.3629 -1.6453
H: -2.9231 -0.4247 -0.5034
H: -6.1649 1.6382 0.6084
H: -6.9156 0.1465 -0.0072
H: -5.9936 1.1535 -1.0731

Number 1: molecular weight 363.5 g mol⁻¹, E_tot -39556.769 eV. Number 2: molecular weight 1146.7 g mol⁻¹, E_tot -151784.321 eV. Number 3: molecular weight 89.1 g mol⁻¹, E_tot -7861.559 eV. Number 4: molecular weight 495.6 g mol⁻¹, E_tot -78400.818 eV. Number 5: molecular weight 222.1 g mol⁻¹, E_tot -69694.195 eV. Number 6: molecular weight 176.4 g mol⁻¹, E_tot -44583.031 eV. Number 7: molecular weight 90.1 g mol⁻¹, E_tot -16088.151 eV. Number 8: molecular weight 632.1 g mol⁻¹, E_tot -79008.217 eV.